[1]
Below is a gas-phase ion, C5H7N6 (charge -1) at a distorted geometry, with properties calculated with the ωB97M-V functional and the def2-TZVPD basis.

Last column: natural (NBO) charge in e.
Cartesian coordinates (Å):
C 0.7722 0.4845 -0.8320  -0.049
C 0.9472 1.2528 0.3071  0.093
C 1.4789 1.1937 -1.7883  0.182
C 0.5918 0.9282 1.7012  -0.630
C 0.3263 -1.8789 -0.2206  -0.400
N 1.6349 2.3779 0.0750  -0.377
N 1.7671 1.2153 -3.0744  -0.385
N 2.4142 2.3303 -3.2636  -0.116
N 2.5771 2.9815 -2.1344  -0.190
N 2.0054 2.2824 -1.1855  -0.008
N 0.0057 -0.6822 -1.0158  -0.618
H -0.3027 1.3398 2.1224  0.202
H 0.6327 -0.1357 1.9145  0.194
H 1.3756 1.4249 2.3077  0.220
H 0.5558 -1.6564 0.8002  0.192
H -0.3834 -2.7518 -0.3759  0.183
H 1.3111 -2.5003 -0.4795  0.136
H 0.0688 -0.9737 -2.0840  0.369

Values from the calculation:
* net charge: -1
* molar mass: 151.15 g mol⁻¹
* electronic energy: -14237.27618 eV
* LUMO: 3.6455 eV
* frontier orbital gap: 0.245 hartree

***

[2]
Below is a gas-phase ion, C3H8NS (charge -1) at a distorted geometry, with properties calculated with the ωB97M-V functional and the def2-TZVPD basis.

Last column: natural (NBO) charge in e.
Cartesian coordinates (Å):
C -0.4970 -0.2686 -0.3873  -0.445
C -1.0653 1.0739 -0.6770  -0.518
S -0.3676 2.0515 -2.1963  -0.797
C 0.7253 -0.1136 0.5749  -0.205
N 1.0642 -1.3503 1.3382  -0.853
H 0.0191 -0.9058 -1.1205  0.203
H -1.3343 -0.7805 0.0595  0.180
H -0.8970 1.8583 0.0496  0.202
H -2.1395 1.1106 -0.9260  0.192
H 0.4834 0.7356 1.2486  0.162
H 1.5904 0.2191 -0.0139  0.186
H 0.4165 -2.0743 1.0477  0.347
H 2.0019 -1.5558 1.0024  0.345

Values from the calculation:
* net charge: -1
* molar mass: 90.17 g mol⁻¹
* electronic energy: -15565.90370 eV
* SMILES: NCCC[S-]
* LUMO: 4.0479 eV
* frontier orbital gap: 0.228 hartree

***

[3]
Below is a molecular structure, C35H56AuGeN2SSi, with properties calculated with the ωB97M-V functional and the def2-TZVPD basis.

Last column: Löwdin spin population.
Cartesian coordinates (Å):
Au -0.1794 -0.0786 1.0510  0.266
C -2.2460 -0.7826 -1.7579  0.031
Ge -0.3226 -0.8546 -1.3197  0.161
C 0.4914 0.4848 -2.5498  0.049
C -0.3231 1.3327 -3.3060  0.015
C 0.2087 2.3619 -4.0772  0.001
C 1.5839 2.5532 -4.1292  0.014
C 2.4144 1.6929 -3.4213  0.000
C 1.8713 0.6817 -2.6402  0.014
C 0.6258 -2.5366 -1.7268  0.019
C 1.9195 -2.5542 -1.2666  0.009
C 2.7682 -3.6698 -1.4321  0.000
C 2.3021 -4.7884 -2.0517  0.006
C 0.9696 -4.8381 -2.5295  0.000
C 0.4719 -6.0083 -3.1547  0.001
C -0.8145 -6.0760 -3.5997  -0.001
C -1.6679 -4.9650 -3.4361  0.001
C -1.2114 -3.8235 -2.8426  0.000
C 0.1213 -3.7114 -2.3695  0.004
H -2.4712 -0.9668 -2.8088  0.005
H -2.6032 0.2153 -1.4967  0.001
H -2.7939 -1.4973 -1.1435  0.000
H -1.3978 1.1933 -3.2972  0.002
H -0.4488 3.0014 -4.6549  0.000
H 2.0041 3.3464 -4.7342  0.001
H 3.4899 1.8143 -3.4755  0.000
H 2.5458 0.0385 -2.0872  0.001
H 2.3051 -1.7027 -0.7152  0.002
H 3.7810 -3.6326 -1.0510  0.000
H 2.9351 -5.6583 -2.1797  0.000
H 1.1389 -6.8550 -3.2677  0.000
H -1.1836 -6.9768 -4.0723  0.000
H -2.6921 -5.0188 -3.7824  0.000
H -1.8820 -2.9886 -2.7223  0.000
C -0.6046 -3.6959 1.1291  0.007
Si -0.4016 -2.1706 2.2165  0.162
C 1.1486 -2.4844 3.3036  0.038
C 1.2386 -1.5021 4.4725  0.010
C 1.1785 -3.9190 3.8438  0.009
C 2.3811 -2.2871 2.4088  0.006
C -2.0699 -1.9617 3.1667  0.040
C -3.1793 -1.9087 2.1056  0.001
C -2.1479 -0.6702 3.9857  0.017
C -2.3407 -3.1496 4.0969  0.010
H -0.9299 -4.5641 1.7051  0.002
H 0.3408 -3.9512 0.6453  0.000
H -1.3345 -3.5284 0.3352  0.000
H 0.4668 -1.6931 5.2200  0.000
H 1.1366 -0.4661 4.1388  0.008
H 2.2090 -1.6014 4.9716  0.000
H 0.3481 -4.1229 4.5207  0.000
H 2.1069 -4.0841 4.4023  0.003
H 1.1465 -4.6551 3.0394  0.000
H 2.4361 -1.2644 2.0264  0.003
H 2.3747 -2.9651 1.5517  0.000
H 3.2932 -2.4836 2.9833  0.000
H -3.0387 -1.0643 1.4244  0.001
H -4.1529 -1.7859 2.5924  0.000
H -3.2215 -2.8210 1.5085  0.000
H -1.9582 0.2102 3.3673  0.012
H -1.4366 -0.6590 4.8112  0.000
H -3.1515 -0.5658 4.4140  0.000
H -2.2738 -4.1066 3.5762  0.000
H -3.3501 -3.0738 4.5172  0.003
H -1.6422 -3.1703 4.9355  0.000
C -1.6777 6.0737 -0.7218  0.000
C -3.0646 5.4640 -0.5165  0.000
C -3.0957 4.2038 0.3495  0.000
C -2.6433 2.9200 -0.3372  0.001
N -1.2645 2.9431 -0.8019  0.009
C -0.1827 2.8071 -0.0255  0.015
S -0.3187 2.3830 1.6352  0.031
N 0.9993 3.0153 -0.6046  0.007
C 2.2857 2.8629 0.0610  0.001
C 2.7177 4.1208 0.8059  0.000
C 2.7400 5.3747 -0.0644  0.000
C 3.6594 5.2638 -1.2766  0.000
H -1.7540 7.0664 -1.1670  0.000
H -1.0445 5.4732 -1.3752  0.000
H -1.1573 6.1757 0.2329  0.000
H -3.5305 5.2563 -1.4860  0.000
H -3.6971 6.2150 -0.0376  0.000
H -4.1181 4.0287 0.6948  0.000
H -2.4887 4.3544 1.2455  0.000
H -3.2607 2.7280 -1.2180  0.000
H -2.7604 2.0746 0.3430  0.000
H -1.1046 3.1450 -1.7766  0.000
H 1.0162 3.1232 -1.6121  0.000
H 3.0035 2.6066 -0.7160  0.000
H 2.2255 2.0172 0.7485  0.000
H 3.7150 3.9364 1.2168  0.000
H 2.0472 4.2700 1.6549  0.000
H 3.0517 6.2196 0.5538  0.000
H 1.7228 5.6026 -0.3965  0.000
H 4.6762 5.0022 -0.9759  0.000
H 3.7049 6.2063 -1.8225  0.000
H 3.3160 4.4993 -1.9775  0.000

Values from the calculation:
* expectation value of S²: 0.756
* molar mass: 834.58 g mol⁻¹
* electronic energy: -119107.57959 eV
* multiplicity: 2
* LUMO (spin up / spin down): 0.5269 / -0.6541 eV
* frontier orbital gap (spin up / spin down): 0.238 / 0.263 hartree

***

[4]
Below is 2 unconnected molecules or ions with the total composition C4H9NO, with properties calculated with the ωB97M-V functional and the def2-TZVPD basis.

Last column: natural (NBO) charge in e.
Cartesian coordinates (Å):
C 1.1485 0.3320 1.4430  -0.392
C 1.3496 -0.3728 0.3331  -0.202
O -1.9975 0.9711 1.5169  -0.970
C 0.6662 -0.1637 -0.9750  -0.121
C -0.5450 -0.9119 -1.3977  -0.245
N -0.6355 0.4933 -1.0035  -0.619
H -1.5549 0.2985 2.0471  0.458
H 1.7273 0.1204 2.3391  0.202
H 0.4071 1.1251 1.5036  0.219
H 2.1018 -1.1618 0.3254  0.203
H -1.6177 0.8434 0.6250  0.491
H 1.3507 0.0884 -1.7864  0.203
H -1.0257 -1.6028 -0.7098  0.206
H -0.6480 -1.1638 -2.4514  0.198
H -0.7267 1.1045 -1.8094  0.369

Values from the calculation:
* molar mass: 87.12 g mol⁻¹
* electronic energy: -7829.88040 eV
* SMILES: C=C[C@H]1CN1.O
* LUMO: 0.8978 eV
* frontier orbital gap: 0.395 hartree

***

ΔE to the lowest compared entry with this formula, charge and spin for every record listed, in sequence, given in kcal/mol: 0.00, 26.26, 7.08, 56.26.